# 1
The following is a DFT calculation (wB97M-V/def2-TZVPD) of an isolated molecule of C6H9Cl2NO2.

```
20
Properties=species:S:1:pos:R:3:forces:R:3
C 2.72307 1.95018 1.85544 1.090 0.223 0.303
C 2.49748 0.86170 0.85015 -2.298 0.565 0.085
Cl 3.89258 0.03671 0.24028 0.216 0.099 0.243
C 1.25933 0.54549 0.41910 1.706 0.446 0.326
C 1.04902 -0.55276 -0.55196 -1.376 0.140 0.264
O -0.04551 -1.36356 -0.05327 -1.905 -0.487 -0.101
N -1.37524 -0.85577 -0.23182 0.224 -0.106 -0.777
C -2.16064 -1.29095 -1.29511 3.119 0.436 -0.443
O -1.60247 -1.75999 -2.27316 -1.195 -0.212 0.249
C -3.63972 -0.97954 -1.28765 0.040 0.029 -0.076
Cl -4.22679 -0.27441 0.23900 -0.181 0.133 0.025
H 3.68560 2.43706 1.62045 -0.555 0.207 0.088
H 1.90834 2.68640 1.97430 0.321 -0.441 -0.548
H 2.87200 1.52985 2.85024 0.040 -0.236 0.069
H 0.39168 1.13778 0.77204 0.666 -0.512 -0.255
H 0.78309 -0.13648 -1.51513 0.002 -0.199 -0.475
H 1.90128 -1.25023 -0.62802 -0.595 0.388 0.028
H -1.87762 -0.51068 0.56637 0.601 -0.145 0.691
H -3.86845 -0.29518 -2.11898 0.148 -0.280 0.411
H -4.16701 -1.91562 -1.43227 -0.069 -0.049 -0.107
```
Forces are in eV/Å.

As for the net charge: 0. For the calculated total energy, the calculation gives -1359.5657 hartree. Its SMILES is C/C(Cl)=C/CONC(=O)CCl. The calculation puts the HOMO energy at -9.32 eV. The relative energy (zero: lowest compared OMol25 entry of this formula, charge and spin) comes out at 20.5 kcal per mole. As for the LUMO energy: 0.6530 eV.



# 2
The following is a DFT calculation (wB97M-V/def2-TZVPD) of C6H9Cl2O4PPmTm as an isolated structure.

```
24
Properties=species:S:1:pos:R:3:forces:R:3
Pm 0.39160 -1.16685 -5.15908 0.064 0.747 0.145
Tm -0.40364 -0.31584 -0.79718 1.481 1.932 0.844
Cl -0.94532 0.87276 -4.58059 0.626 -1.277 0.454
Cl 1.57401 -1.56308 -1.90898 -1.580 0.829 -0.510
C -0.74508 -2.12949 0.62710 -2.748 -5.397 6.654
C -0.23282 -0.07077 -7.45784 -1.307 1.100 -8.179
C 0.44695 -2.69387 -7.47002 -1.318 -0.406 -8.710
O -1.08941 -2.81407 1.51973 2.338 4.116 -5.691
O -0.44982 0.09173 -8.60944 1.294 -0.651 7.784
O 0.27519 -2.74875 -8.65129 1.400 -0.088 8.633
C 1.29709 -0.32673 3.30903 -0.119 0.041 -0.218
P 0.08091 0.86631 2.57785 -0.286 0.566 2.498
C -1.52286 0.43903 3.37104 0.209 0.084 0.493
C 0.51676 2.62093 2.67909 0.201 0.412 0.573
O -0.06811 0.64808 1.01576 -0.349 -1.890 -2.535
H 0.90198 -1.35038 3.07346 0.566 0.780 0.018
H 1.36975 -0.30823 4.43180 -0.358 0.463 -0.994
H 2.32272 -0.14389 2.91211 -0.755 -0.303 0.131
H -1.47611 0.50947 4.46352 0.711 0.491 0.096
H -2.38111 1.09971 3.15667 0.382 -0.474 -0.545
H -1.72129 -0.64696 3.33649 -0.139 0.404 -0.765
H 1.50094 2.84133 2.23596 -0.254 -0.402 0.015
H -0.21663 3.29404 2.21119 -0.059 -0.576 -0.134
H 0.57432 2.99552 3.71363 0.001 -0.502 -0.056
```
Forces are in eV/Å.

As for the spin multiplicity: 7. As for the net charge: +4. For the calculated total energy, the calculation gives -3488.7569 hartree. The calculation puts the HOMO energy (alpha / beta) at -23.41 / -23.41 eV. As for the LUMO energy (alpha / beta): -16.5425 / -15.0882 eV.



# 3
The following is a DFT calculation (wB97M-V/def2-TZVPD) of a 2-piece molecular cluster, C6H9Cl4NO2 overall.

```
22
Properties=species:S:1:pos:R:3:forces:R:3
C -0.95341 -2.65544 -1.72209 -0.202 0.070 0.033
C 1.18481 2.30812 2.36789 -0.005 0.014 -0.085
C -0.03403 -0.58440 -0.72015 0.343 1.242 4.066
C -1.22996 -1.49129 -0.77379 -0.191 -0.007 -0.375
C 0.96104 1.61278 1.03363 0.149 0.333 0.266
C 0.02318 0.44716 1.16476 -0.527 -1.864 -3.674
N 0.04666 0.39656 -1.78628 0.189 0.007 -0.132
O 0.54781 -0.00906 -2.80916 0.188 -0.068 -0.571
O -0.37502 1.50924 -1.59844 -0.195 0.421 -0.053
Cl -2.68366 -0.58752 -1.33564 0.004 -0.247 0.029
Cl 2.52238 1.01710 0.39263 0.099 0.106 -0.105
Cl -1.61702 0.92569 1.46421 -0.070 0.179 0.273
Cl 0.55154 -0.81859 2.22466 0.059 -0.216 0.251
H -0.69595 -2.28733 -2.71281 0.001 0.008 -0.020
H -0.12368 -3.24707 -1.34150 0.093 -0.044 0.054
H -1.83072 -3.29057 -1.79882 -0.082 -0.055 0.009
H 0.22764 2.60804 2.78884 -0.064 0.051 0.020
H 1.68486 1.64413 3.06683 0.046 -0.047 0.051
H 1.79544 3.19234 2.22211 0.085 0.093 -0.016
H 0.90018 -1.13671 -0.64655 -0.066 0.147 -0.126
H -1.46166 -1.86179 0.22872 0.114 0.161 -0.063
H 0.55957 2.30861 0.29097 0.032 -0.284 0.168
```
Forces are in eV/Å.

As for the net charge: 0. For the calculated total energy, the calculation gives -2279.8884 hartree. The calculation puts the HOMO energy at -9.76 eV. The relative energy (zero: lowest compared OMol25 entry of this formula, charge and spin) comes out at 7.3 kcal per mole. As for the LUMO energy: -0.2105 eV.



# 4
The following is a DFT calculation (wB97M-V/def2-TZVPD) of a 4-piece molecular cluster, C6H9Cl6FO3 overall.

```
25
Properties=species:S:1:pos:R:3:forces:R:3
O 15.94052 -0.56009 6.15181 -1.175 -5.907 -0.645
C 15.60235 -1.78364 6.04682 0.826 6.007 -0.285
O 15.35864 -2.61625 7.00781 1.908 1.464 4.130
C 15.04800 -3.88698 6.56005 -0.914 -0.206 1.052
C 14.38351 -3.43539 5.33282 -0.108 -2.250 -1.540
F 13.14570 -2.92586 5.58864 0.009 0.021 -0.158
O 15.25341 -2.43760 4.91285 -0.282 0.903 -1.601
H 15.94430 -4.48250 6.38658 -0.140 -0.147 0.013
H 14.36218 -4.27596 7.31268 0.183 -0.508 -0.263
H 14.33208 -4.27696 4.64202 -0.300 0.612 -0.707
Cl 7.90182 2.44305 7.84532 -0.149 -0.952 -0.559
C 8.37149 0.71864 7.37785 0.183 1.157 1.418
Cl 7.17222 -0.49630 7.82443 -0.077 0.281 -0.423
H 8.64110 0.71862 6.32171 -0.171 -0.182 0.336
H 9.17793 0.58250 8.09841 0.220 -0.305 -0.774
Cl 17.74214 -7.48291 1.93022 0.756 0.451 0.310
C 19.24967 -7.32878 2.92941 -0.724 -0.215 -0.166
Cl 18.90991 -8.07119 4.52501 0.550 0.162 -0.539
H 20.02729 -7.82276 2.34683 -0.114 -0.291 0.540
H 19.54544 -6.29373 3.10062 -0.476 -0.091 -0.137
Cl 19.55580 6.28819 9.59456 -0.176 -0.037 -0.310
C 20.02603 4.70377 8.94940 -0.077 -0.072 0.264
Cl 21.17918 3.96229 10.05803 0.342 -0.262 -0.009
H 19.16429 4.03660 8.93015 0.049 0.353 -0.181
H 20.48996 4.82641 7.97071 -0.142 0.013 0.234
```
Forces are in eV/Å.

As for the net charge: 0. For the calculated total energy, the calculation gives -3320.7173 hartree. Its SMILES is O=C1OC[C@@H](F)O1.ClCCl.ClCCl.ClCCl. The calculation puts the HOMO energy at -10.90 eV. The relative energy (zero: lowest compared OMol25 entry of this formula, charge and spin) comes out at 32.8 kcal per mole. As for the LUMO energy: 0.1862 eV.



# 5
The following is a DFT calculation (wB97M-V/def2-TZVPD) of C6H9ClFN2 as an isolated structure.

```
19
Properties=species:S:1:pos:R:3:forces:R:3
C 1.44034 1.56482 -0.18590 -0.379 0.000 0.001
C 0.11741 1.57065 -0.02518 -0.177 0.038 -0.041
C 2.26479 0.37504 -0.06393 0.834 -0.384 0.174
C 1.70705 -0.82534 -0.06517 -4.058 -0.310 -0.660
C -0.65620 0.34304 0.36239 0.616 -0.122 -0.169
C -0.20387 -0.89913 -0.37031 4.064 0.387 0.811
N -2.12953 0.51726 0.06939 -0.074 0.020 0.050
N -0.83513 -2.06199 0.09319 -0.174 -0.262 0.118
F 2.24675 -2.02149 0.02035 0.096 0.466 0.005
Cl 3.98153 0.61840 0.09179 -0.357 -0.151 -0.031
H 1.96476 2.48247 -0.39972 -0.003 0.143 -0.048
H -0.43481 2.49523 -0.10690 0.004 0.190 -0.011
H -0.56973 0.17059 1.44364 -0.162 -0.027 -0.069
H -0.24658 -0.80569 -1.45261 -0.084 0.069 -0.070
H -2.58832 -0.38901 0.25480 0.014 0.226 -0.081
H -2.54559 1.25783 0.64773 0.001 -0.238 -0.208
H -0.61146 -2.88055 -0.45844 -0.118 0.000 0.011
H -2.25650 0.75171 -0.92426 -0.073 -0.016 0.279
H -0.64490 -2.26383 1.06913 0.032 -0.026 -0.062
```
Forces are in eV/Å.

As for the net charge: +1. For the calculated total energy, the calculation gives -903.2831 hartree. The calculation puts the HOMO energy at -12.53 eV. The relative energy (zero: lowest compared OMol25 entry of this formula, charge and spin) comes out at 2.2 kcal per mole. As for the LUMO energy: -3.6063 eV.



# 6
The following is a DFT calculation (wB97M-V/def2-TZVPD) of an isolated molecule of C6H9ClN2.

```
18
Properties=species:S:1:pos:R:3:forces:R:3
C 1.19132 0.03143 -1.23329 -1.908 -1.430 1.333
C 0.67271 -0.16771 0.20991 1.571 -2.115 0.355
C 1.77846 -0.63771 1.25426 -0.554 1.696 -1.148
Cl 3.35939 0.26768 1.37999 -1.217 -0.580 -0.203
N 1.70679 -1.87542 1.95546 0.572 -1.638 -0.446
N 1.14055 -0.95609 2.50244 0.216 0.762 1.207
C -0.16603 0.87430 0.84646 -0.848 2.018 -4.973
C -1.44861 0.11087 0.66974 2.728 -3.546 6.015
C -0.56871 -1.13399 0.28337 0.065 1.751 -3.355
H 1.24098 -0.98745 -1.55504 0.260 -0.581 -0.921
H 2.13951 0.40223 -1.21659 2.754 1.179 0.048
H 0.62506 0.61737 -1.94661 -0.635 0.089 0.319
H -0.06747 1.77390 0.23940 -0.417 0.402 -0.023
H 0.14923 1.15699 1.73295 0.962 1.013 4.661
H -1.88217 -0.12426 1.72591 -0.037 0.706 -2.088
H -2.07838 0.37740 -0.03514 -3.244 1.551 -3.036
H -0.55155 -1.93015 0.93720 0.052 -1.474 1.574
H -0.71784 -1.55046 -0.73962 -0.319 0.197 0.680
```
Forces are in eV/Å.

As for the net charge: 0. For the calculated total energy, the calculation gives -803.5781 hartree. Its SMILES is CC1(C2(Cl)N=N2)CCC1. The calculation puts the HOMO energy at -10.02 eV. The relative energy (zero: lowest compared OMol25 entry of this formula, charge and spin) comes out at 68.4 kcal per mole. As for the LUMO energy: 0.2795 eV.



# 7
The following is a DFT calculation (wB97M-V/def2-TZVPD) of an isolated ion of composition C6H9ClN5 and charge +1.

```
21
Properties=species:S:1:pos:R:3:forces:R:3
C 2.42576 0.73545 -0.84632 1.441 1.278 -2.611
C 1.11091 0.77172 -0.07104 0.275 3.491 -1.167
Cl 1.43362 1.52386 1.62738 -0.007 0.399 -0.486
N 0.68730 -0.49486 0.20950 -1.526 -3.537 0.161
C -0.54100 -0.94423 0.61244 -0.348 -0.352 -0.505
N -0.61040 -2.25509 0.97357 1.180 -1.272 0.599
C -1.55369 -0.00352 0.42136 2.530 0.958 -1.340
N -2.87502 0.12804 0.68786 -1.467 -0.640 0.749
C -3.24198 1.33747 0.26011 -0.220 0.935 0.086
N -2.22012 2.06200 -0.27277 -2.742 -0.330 -0.179
C -1.21009 1.23494 -0.28860 1.037 -1.410 1.574
N 0.03157 1.54386 -0.78498 0.035 -3.222 1.994
H 3.34692 0.79520 -0.27093 -0.359 -0.656 0.610
H 2.66713 1.60204 -1.55801 -1.280 -0.425 1.278
H 2.51295 -0.04493 -1.64612 -0.494 -0.043 1.211
H 1.38728 -1.20838 0.26491 0.621 0.086 -0.137
H -1.38589 -2.82975 1.37638 0.675 1.603 -0.776
H 0.28915 -2.81466 1.00651 -1.570 1.216 -0.034
H -3.49396 -0.54588 1.17430 0.701 0.842 -0.584
H -4.28722 1.64688 0.42117 0.848 0.174 -0.315
H 0.12721 2.47362 -1.11165 0.670 0.906 -0.126
```
Forces are in eV/Å.

As for the net charge: +1. For the calculated total energy, the calculation gives -967.7830 hartree. Its SMILES is C[C@]1(Cl)NC(=[NH2+])c2[nH]cnc2N1. The calculation puts the HOMO energy at -12.65 eV. The relative energy (zero: lowest compared OMol25 entry of this formula, charge and spin) comes out at 0.0 kcal per mole. As for the LUMO energy: -3.9881 eV.



# 8
The following is a DFT calculation (wB97M-V/def2-TZVPD) of C6H9CuO4 as an isolated structure.

```
20
Properties=species:S:1:pos:R:3:forces:R:3
O 3.41942 -0.88247 -0.98220 -0.064 -0.060 0.377
C 2.49202 -0.50413 -0.21280 -1.114 1.674 -1.366
O 2.31642 -1.05387 0.90873 -0.771 0.251 0.623
O 1.73927 0.49976 -0.63086 0.271 -0.720 -0.574
C 0.56911 0.90604 0.08967 -1.162 -1.637 -0.872
Cu 3.73748 -2.16749 0.44725 1.487 -1.610 0.189
H 0.70411 0.52389 1.11090 -0.110 1.282 0.086
H 0.52057 1.95032 -0.25186 -0.249 -0.196 1.363
C -1.91887 2.20344 0.71819 -0.827 -1.220 -0.197
C -1.82419 0.85430 0.58645 0.957 1.778 1.579
H -1.95746 2.84065 -0.17017 0.750 0.035 0.383
H -2.03524 2.64254 1.71178 -0.735 0.004 -0.482
H -2.01178 0.27344 1.49838 0.210 0.031 -0.235
C -0.87568 0.25757 -0.38635 1.129 0.316 -1.036
C -0.96890 -1.26157 -0.39920 -0.016 0.042 0.270
O -0.07333 -1.79939 -1.35288 0.198 0.156 -0.089
H -1.03745 0.66495 -1.39469 -0.047 -0.275 0.066
H -2.00840 -1.54369 -0.63717 0.192 0.082 0.067
H -0.73582 -1.64945 0.60775 -0.068 0.120 -0.150
H -0.05126 -2.75483 -1.26091 -0.031 -0.053 -0.002
```
Forces are in eV/Å.

As for the spin multiplicity: 3. As for the net charge: 0. For the calculated total energy, the calculation gives -2175.3114 hartree. The calculation puts the HOMO energy (alpha / beta) at -6.88 / -9.73 eV. The relative energy (zero: lowest compared OMol25 entry of this formula, charge and spin) comes out at 0.0 kcal per mole. As for the LUMO energy (alpha / beta): 0.6373 / -1.7368 eV.